# 1
The following is a DFT calculation (ωB97M-V with the def2-TZVPD basis set) of 10 unconnected molecules or ions with the total composition C23H63N3O11 at a distorted geometry.

```
100
Properties=species:S:1:pos:R:3:forces:R:3:lowdin_charge:R:1
N -2.2954 -2.4288 2.7691 0.20 -0.71 -1.29 0.15
C -2.6050 -1.1580 2.3275 -0.10 -0.55 1.04 -0.36
N -1.6008 -0.4626 1.7677 -1.00 1.16 -0.50 0.13
C -1.9671 0.8540 1.1951 -0.34 0.62 0.73 -0.16
C -2.9153 1.5467 2.1869 -0.22 -1.21 0.17 -0.14
C -4.1620 0.6639 2.1351 -0.01 0.55 -0.83 -0.14
N -3.8588 -0.7433 2.5446 1.58 1.71 -0.94 0.10
C -4.8723 -1.6252 1.8390 -2.29 -2.57 -0.89 -0.71
O -4.4968 -2.5873 1.1529 1.69 0.58 0.43 0.00
O -6.0145 -1.2464 1.9784 -0.65 1.26 0.78 0.04
H -2.5167 -3.1822 2.1169 -0.42 -0.07 0.60 0.07
H -1.8368 -2.6105 3.6384 0.08 0.15 0.00 0.09
H -1.0583 -1.0311 1.1298 0.43 -0.27 0.61 0.15
H -2.5340 0.6640 0.2824 0.43 0.28 -0.20 0.11
H -1.1126 1.5038 1.0061 0.27 -0.59 -0.10 0.12
H -3.1371 2.5558 1.8378 -0.05 -0.08 0.14 0.12
H -2.5417 1.5322 3.2263 0.19 0.33 -0.59 0.10
H -5.0261 1.0937 2.6378 0.13 -0.55 0.50 0.13
H -4.4517 0.6189 1.0767 -0.26 0.03 0.22 0.13
C -2.0912 -1.3190 -3.3303 -0.05 -0.03 0.03 -0.08
C -1.6217 0.1052 -3.1062 0.22 -0.40 0.00 -0.31
O -1.0476 0.2448 -1.8050 -0.02 0.21 0.15 -0.10
H -2.8294 -1.5993 -2.5775 -0.05 0.06 -0.04 0.08
H -2.5366 -1.4339 -4.3194 0.02 -0.03 0.00 0.08
H -1.2563 -2.0182 -3.2392 0.03 0.03 -0.11 0.07
H -2.4589 0.7983 -3.1772 0.07 0.09 0.16 0.11
H -0.8724 0.3897 -3.8533 -0.11 0.02 -0.11 0.10
H -0.3021 -0.3630 -1.7515 0.00 -0.03 -0.11 0.06
C -0.5972 -0.0221 7.0509 0.04 0.08 0.01 -0.09
C -1.9173 0.3162 6.3861 0.14 -0.39 -0.07 -0.29
O -1.7617 0.3808 4.9644 -0.03 0.26 0.07 -0.10
H 0.1577 0.7259 6.8033 -0.04 0.04 0.04 0.07
H -0.7060 -0.0672 8.1352 0.01 -0.05 -0.01 0.08
H -0.2224 -0.9866 6.6969 -0.06 -0.05 0.08 0.07
H -2.2773 1.2865 6.7248 -0.02 0.04 -0.18 0.12
H -2.6721 -0.4358 6.6236 0.02 0.10 0.18 0.09
H -1.4507 -0.4802 4.6721 0.08 0.01 0.00 0.06
C 4.1767 -0.3264 -1.4019 -0.13 0.04 0.02 -0.09
C 2.7430 -0.8189 -1.3660 0.34 -0.28 -0.05 -0.32
O 2.4749 -1.6887 -2.4651 -0.31 0.18 -0.03 -0.09
H 4.3749 0.1999 -2.3355 -0.03 0.03 0.02 0.07
H 4.3815 0.3469 -0.5684 0.08 -0.04 0.00 0.08
H 4.8756 -1.1623 -1.3527 0.02 0.03 0.10 0.07
H 2.0488 0.0199 -1.4379 -0.06 -0.06 -0.09 0.10
H 2.5399 -1.3569 -0.4328 -0.01 0.16 0.09 0.11
H 3.0771 -2.4356 -2.4007 0.01 -0.01 -0.04 0.08
C 0.6248 2.3723 -6.6824 -0.02 -0.02 -0.07 -0.09
C 0.6101 3.7222 -5.9925 0.04 -0.37 0.17 -0.31
O -0.4087 3.7606 -4.9942 -0.09 0.31 -0.08 -0.09
H -0.3426 2.1686 -7.1426 0.01 0.08 -0.04 0.08
H 1.3961 2.3331 -7.4531 0.01 -0.04 0.02 0.07
H 0.8122 1.5739 -5.9594 0.11 0.01 -0.02 0.07
H 0.4016 4.5162 -6.7085 -0.10 0.05 0.10 0.11
H 1.5768 3.9275 -5.5208 0.06 0.06 -0.14 0.11
H -0.2161 3.0640 -4.3595 -0.08 0.01 0.06 0.07
C -1.2895 -7.0640 1.9055 0.09 0.02 -0.03 -0.09
C -1.7862 -5.8346 2.6434 -0.37 -0.32 -0.14 -0.32
O -2.8786 -5.2308 1.9541 0.50 0.05 0.12 -0.09
H -0.9762 -6.8000 0.8949 0.04 0.04 0.03 0.08
H -0.4470 -7.5214 2.4272 -0.02 -0.04 -0.01 0.07
H -2.0862 -7.8053 1.8124 0.02 -0.03 0.09 0.07
H -0.9937 -5.0886 2.7163 -0.08 0.08 -0.03 0.10
H -2.1081 -6.0983 3.6571 0.17 0.00 0.06 0.11
H -3.5829 -5.8828 1.8993 -0.17 0.17 -0.09 0.09
C 8.7821 -0.7490 -3.0664 -0.04 0.01 -0.04 -0.09
C 8.6122 0.0512 -1.7903 0.08 -0.46 0.09 -0.31
O 7.4657 -0.3955 -1.0628 -0.07 0.26 0.01 -0.10
H 7.8951 -0.6551 -3.6938 0.03 0.11 -0.01 0.08
H 9.6502 -0.4067 -3.6316 0.00 -0.03 -0.01 0.08
H 8.9082 -1.8118 -2.8421 0.11 0.02 0.01 0.07
H 8.4666 1.1025 -2.0208 -0.15 -0.02 0.05 0.08
H 9.4965 -0.0445 -1.1506 0.07 0.07 -0.08 0.11
H 7.6002 -1.3241 -0.8522 0.01 -0.01 0.02 0.08
C 5.5732 4.2014 -2.8481 -0.03 0.00 -0.07 -0.09
C 6.1115 2.7829 -2.8239 0.23 0.32 0.20 -0.32
O 7.3997 2.7144 -3.4334 -0.09 -0.13 -0.16 -0.09
H 5.5066 4.5660 -3.8739 -0.05 -0.05 -0.01 0.08
H 4.5834 4.2529 -2.3913 0.02 0.03 0.02 0.07
H 6.2415 4.8773 -2.3090 -0.05 -0.02 0.09 0.07
H 5.4545 2.1154 -3.3795 0.13 -0.06 -0.06 0.10
H 6.1863 2.4154 -1.7946 -0.17 -0.07 -0.01 0.11
H 7.9864 3.2953 -2.9394 0.00 0.05 -0.04 0.08
C -3.2326 -4.3215 7.6417 0.05 0.00 -0.01 -0.09
C -3.7204 -3.2789 8.6312 -0.19 -0.05 -0.36 -0.31
O -3.8449 -2.0034 8.0066 0.13 0.02 0.13 -0.10
H -2.2676 -4.0276 7.2246 0.03 -0.01 0.08 0.07
H -3.1267 -5.2968 8.1195 -0.01 -0.01 -0.04 0.07
H -3.9298 -4.4163 6.8056 -0.05 -0.06 0.06 0.07
H -3.0131 -3.1715 9.4524 -0.03 0.14 -0.01 0.11
H -4.6913 -3.5671 9.0464 0.07 -0.10 0.11 0.11
H -4.4784 -2.0927 7.2867 -0.03 0.04 0.01 0.09
C -3.8817 6.4691 -4.3878 -0.05 0.05 0.01 -0.10
C -3.9599 5.3886 -5.4509 0.39 0.01 0.18 -0.32
O -2.8531 5.4674 -6.3403 -0.10 0.11 -0.16 -0.09
H -3.8609 7.4568 -4.8502 -0.07 -0.02 -0.03 0.07
H -4.7357 6.4158 -3.7099 0.03 0.01 0.03 0.07
H -2.9644 6.3675 -3.8028 -0.04 -0.07 0.05 0.07
H -4.8650 5.5040 -6.0463 0.07 -0.03 -0.09 0.11
H -3.9739 4.3950 -4.9893 -0.16 0.02 0.04 0.11
H -2.0522 5.3534 -5.8158 0.00 -0.18 0.01 0.05
```
Forces are in eV/Å.

Computed properties:
energy relative to the best compared isomer or geometry (same formula, charge and spin): 0.00 kJ/mol
electronic energy: -51862.3066 eV
F_max: 3.6 eV/A
Kohn-Sham gap: 8.38 eV
LUMO level: 0.0053 hartree



# 2
The following is a DFT calculation (ωB97M-V with the def2-TZVPD basis set) of a molecular structure, C23H63N6O18SZn at a distorted geometry.

```
112
Properties=species:S:1:pos:R:3:forces:R:3:lowdin_charge:R:1
C -14.1218 -3.0133 1.1784 1.58 0.84 0.23 0.04
N -12.7107 -2.5299 1.7112 -2.14 0.50 0.62 -0.28
C -11.7114 -3.6821 1.5429 -1.35 0.70 -0.34 0.04
C -12.2954 -1.2994 0.9317 1.27 -1.03 -0.29 0.01
C -12.8811 -2.0300 3.2021 0.67 -0.26 -0.40 -0.08
C -13.8250 -2.7767 4.0560 -1.20 -2.29 0.80 -0.22
O -13.6297 -4.2286 4.1627 -0.08 1.35 -0.71 -0.08
H -13.9413 -3.3416 0.1548 -0.11 -0.10 0.15 0.10
H -14.7663 -2.1344 1.1611 0.04 -0.08 0.09 0.10
H -14.5426 -3.7955 1.8102 0.36 0.04 -0.09 0.10
H -10.6982 -3.3530 1.7736 -0.19 -0.09 0.52 0.09
H -11.7582 -3.9667 0.4918 0.06 0.18 -0.08 0.10
H -12.1740 -4.5020 2.0923 0.70 0.04 0.37 0.10
H -12.9929 -0.4628 0.9734 -0.04 -0.29 0.37 0.10
H -12.0853 -1.5893 -0.0979 -0.49 -0.15 -0.14 0.11
H -11.2966 -1.0777 1.3076 -0.13 0.56 0.38 0.09
H -13.3635 -1.0539 3.2523 0.69 0.46 -0.76 0.11
H -11.8978 -1.9823 3.6702 0.25 0.14 -0.45 0.13
H -14.8406 -2.5803 3.7122 -0.14 -0.49 -0.04 0.12
H -13.8217 -2.4541 5.0972 0.38 0.86 -0.17 0.12
H -12.7731 -4.2676 4.5942 0.34 -0.57 0.21 0.06
Zn -9.4067 -3.4991 6.2731 0.13 -2.17 -0.31 0.68
S -9.6551 -0.8447 6.1385 1.18 -0.22 0.11 0.36
O -8.9402 -1.8013 5.2735 2.71 0.07 -2.90 -0.45
O -8.6556 -0.0385 6.8678 -1.14 -0.20 -1.15 -0.31
O -10.6173 -0.1255 5.3448 -0.23 0.71 0.37 -0.26
O -10.2104 -1.8889 6.9980 -2.43 1.10 3.01 -0.42
C -8.0533 0.5678 3.0713 -0.20 -0.80 -1.21 -0.24
C -8.2333 -0.6645 2.1616 0.50 0.05 0.68 -0.21
O -9.2134 -1.5416 2.6874 -0.57 -0.33 -1.54 -0.11
O -9.3071 1.1786 3.1652 -0.26 0.82 -0.30 -0.07
H -7.3040 1.1707 2.5583 -0.10 0.55 0.36 0.13
H -7.7801 0.3502 4.1038 0.72 -0.46 -0.39 0.08
H -7.2657 -1.1176 1.9456 0.22 -0.57 0.50 0.11
H -8.5686 -0.3930 1.1606 -0.34 0.52 0.14 0.11
H -9.0835 -1.7540 3.6145 0.56 0.09 0.65 0.01
H -9.7684 0.5103 3.6771 -0.86 0.31 0.23 0.02
C -8.4927 4.0697 9.1408 -0.08 0.53 -0.61 -0.21
C -8.1838 3.1189 7.9890 0.84 -0.04 0.40 -0.26
O -9.2714 2.3218 7.6894 -1.97 0.34 -0.23 -0.09
O -9.5491 5.0202 8.8596 0.98 -0.75 0.18 -0.06
H -7.6088 4.6910 9.2853 0.09 -0.04 0.13 0.11
H -8.6472 3.4848 10.0474 -0.38 0.09 0.13 0.12
H -7.4048 2.4005 8.2442 0.67 0.43 0.64 0.11
H -7.7921 3.6678 7.1326 -0.32 0.32 -0.34 0.12
H -9.0009 1.4802 7.3152 0.19 0.00 -0.07 0.00
H -10.3993 4.5812 8.9379 -0.38 -0.34 0.00 0.04
C -6.9146 -1.3403 9.2021 1.36 -1.48 1.52 -0.26
C -6.4420 -2.4160 8.2555 -0.17 -0.29 0.20 -0.19
O -7.5675 -2.7369 7.4755 -0.37 -0.97 -1.63 -0.14
O -6.7701 -0.0814 8.6723 0.48 0.89 0.35 -0.04
H -6.3102 -1.4854 10.0975 0.50 0.81 0.20 0.12
H -7.8978 -1.5852 9.6037 -0.51 0.07 -0.55 0.11
H -6.1011 -3.3572 8.6870 -0.22 0.09 0.57 0.12
H -5.5992 -2.0884 7.6470 -0.03 0.35 -0.02 0.12
H -7.6699 -2.0810 6.7820 0.31 0.39 -0.08 0.01
H -7.3978 0.0160 7.9525 -0.28 -0.01 0.05 0.01
C -12.5779 1.6484 3.8067 -0.64 2.48 -0.95 -0.28
C -13.7294 2.3423 3.1002 0.58 0.98 1.38 -0.27
O -14.4814 1.5360 2.2813 -0.65 -1.37 -1.60 -0.05
O -12.9991 0.7546 4.7502 -1.22 -1.29 0.53 -0.08
H -12.1278 2.5065 4.3058 0.91 -0.05 0.00 0.13
H -11.9336 1.2284 3.0343 0.36 -0.13 0.07 0.12
H -13.2818 3.1909 2.5829 -0.12 -0.24 -0.66 0.13
H -14.4366 2.8070 3.7873 0.27 0.12 0.69 0.12
H -14.9826 0.9605 2.8637 -0.16 -0.04 -0.03 0.08
H -12.1814 0.4434 5.1453 0.30 -0.55 0.42 0.01
O -12.5534 3.5991 8.9261 0.64 1.47 1.56 0.04
C -12.9978 2.8083 8.1345 -0.04 0.65 0.27 -0.62
N -12.1888 1.9625 7.5124 -1.20 -1.42 -1.33 0.21
C -14.4700 2.8752 7.8000 -0.11 0.21 -0.43 0.00
H -11.1979 1.9048 7.6988 0.08 0.38 0.01 0.07
H -12.6783 1.3731 6.8543 0.68 -0.22 -0.03 0.08
H -14.8552 3.7813 8.2678 0.02 -0.28 0.27 0.08
H -15.0347 1.9969 8.1125 0.08 -0.02 -0.03 0.08
H -14.6039 3.0514 6.7327 -0.01 -0.38 -0.21 0.07
O -9.7809 -4.3681 8.1334 -0.62 1.48 -2.95 -0.05
C -9.8766 -4.8908 9.1910 -0.73 0.76 3.84 -0.59
N -9.0754 -5.8559 9.5543 0.79 -1.85 0.92 0.19
C -10.7253 -4.3460 10.3757 -0.58 0.05 -1.11 0.03
H -9.2426 -6.2442 10.4716 0.59 -0.28 -0.33 0.12
H -8.3576 -6.1785 8.9212 -0.12 -0.18 0.24 0.13
H -11.1908 -5.1210 10.9847 0.27 -0.15 0.00 0.08
H -11.5377 -3.7396 9.9751 0.10 0.05 -0.04 0.06
H -10.1184 -3.6953 11.0052 0.17 -0.13 -0.08 0.09
O -10.6673 1.0429 12.0219 2.43 1.26 1.49 0.04
C -11.1528 0.6761 10.9885 0.62 -1.46 0.34 -0.63
N -12.4560 0.7547 10.8854 -2.92 -0.10 -1.27 0.17
C -10.3643 -0.0522 9.9170 0.09 0.06 -0.18 0.01
H -12.9541 1.3454 11.5359 0.27 -0.36 0.09 0.12
H -12.9573 0.0429 10.3735 -0.12 0.59 -0.40 0.05
H -9.3242 0.2647 9.9941 -0.11 0.17 -0.22 0.08
H -10.7723 0.0842 8.9155 0.11 0.24 0.11 0.05
H -10.3604 -1.1313 10.0711 -0.21 -0.12 0.34 0.07
O -3.7452 -0.1350 5.2001 0.42 0.16 -0.84 0.02
C -4.9036 0.2695 5.1989 4.05 0.36 1.18 -0.63
N -5.8669 -0.5669 5.4442 -3.34 -0.82 0.28 0.18
C -5.1935 1.7234 5.1346 -0.68 0.64 -0.87 0.01
H -5.7200 -1.5611 5.5446 0.24 0.37 0.02 0.12
H -6.7038 -0.1289 5.8017 -0.34 -0.67 -0.13 0.06
H -4.8050 2.2949 5.9776 -0.17 -0.40 0.20 0.10
H -6.2633 1.8719 4.9880 -0.03 0.43 0.23 0.07
H -4.6859 2.1341 4.2618 0.00 -0.09 -0.08 0.09
O -13.5315 -0.9044 8.9546 -1.19 -0.90 -0.39 0.02
C -13.6513 -1.9996 8.4080 0.96 -0.18 -0.12 -0.54
N -12.5716 -2.5624 7.8291 -0.79 -0.66 0.02 0.17
C -14.9118 -2.8165 8.2045 -1.72 0.20 0.76 -0.01
H -11.6937 -2.0676 7.7621 0.16 0.03 0.06 0.04
H -12.6337 -3.4941 7.4444 0.07 0.21 0.04 0.10
H -14.9307 -3.9034 8.2849 1.20 -0.13 -0.45 0.08
H -15.3791 -2.5481 7.2570 0.17 0.03 -0.15 0.08
H -15.6896 -2.6400 8.9475 0.17 0.88 0.18 0.08
```
Forces are in eV/Å.

Computed properties:
expectation value of S²: 0.751
electronic energy: -129920.1362 eV
F_max: 4.2 eV/A
Kohn-Sham gap (alpha / beta): 6.40 / 7.44 eV
2S+1: 2
LUMO level (alpha / beta): -0.0119 / -0.0309 hartree